1.
98
Properties=species:S:1:pos:R:3:forces:R:3 method="wB97M-V/def2-TZVPD" molar_mass_g_mol=1168.38 charge=+1 e_lumo_ha=-0.0824
H -1.11871 3.34904 7.20435 0.047 -0.495 0.085
C -1.44583 4.70055 1.37902 0.323 0.567 0.818
C 4.66928 0.75556 -2.87808 1.022 -0.515 -0.316
O -3.09957 2.74130 -6.36942 1.072 -0.209 -0.057
C -1.05016 3.35377 6.12954 -0.173 1.107 -1.026
C 0.05910 -2.58736 -3.51968 1.409 -0.179 0.620
C -1.61234 5.96271 3.46078 0.212 -0.549 -0.936
O 2.91025 -0.48844 -1.79387 -1.427 0.219 0.898
H -1.02774 -6.39496 2.59187 0.337 1.010 0.194
H 5.47064 -1.94246 -3.42305 -0.768 -0.158 0.817
H -4.12308 0.00994 3.16297 -0.319 0.208 -0.167
H -0.23620 2.87830 -7.31062 0.303 0.075 0.177
H -1.94304 3.01211 -1.63361 0.046 -0.195 -0.028
S 0.96417 3.54711 -0.92649 -0.390 -0.614 1.124
C -0.76976 2.25244 5.32407 0.738 -0.544 -2.189
P 1.45969 -1.09156 -1.59059 0.080 0.887 -1.159
H -1.47185 4.68249 0.31690 -0.133 0.067 -0.767
C -4.98404 1.97039 -0.26516 1.163 0.181 0.040
C -1.31352 2.95690 -2.51814 2.135 0.469 -0.322
C -1.31432 4.75950 4.12816 0.572 -0.646 -1.044
H -4.53357 1.93278 -1.26576 0.367 0.177 0.441
C -0.99695 3.62522 3.29575 0.672 -1.457 2.250
P 1.25905 -2.30410 1.39990 0.649 1.437 -1.229
H -4.79863 2.92553 0.26165 0.124 -0.497 -0.410
H -5.91783 -1.46090 0.51466 -0.284 0.260 0.353
H 2.34326 -5.38015 1.56597 -1.153 0.410 0.632
H 3.35883 -0.75934 -3.81732 0.354 0.394 0.929
C -4.86278 0.56356 2.55842 -0.143 1.057 2.091
H 0.36001 -3.61488 -3.16903 -0.738 0.798 -0.298
I -1.48181 6.28427 6.93938 0.133 -1.198 -1.290
H 5.47361 0.68043 -3.66725 -0.893 0.024 0.636
H 5.10402 -1.88153 2.39428 -0.673 0.334 0.005
C -4.89446 -1.23139 0.26785 1.618 -0.174 0.214
C 0.10954 3.27765 -2.40190 -2.071 -0.859 0.025
C -1.22643 4.57810 5.49959 -0.381 0.745 2.576
C 4.38333 -1.10669 2.73784 1.497 0.010 0.970
H 1.30951 -3.32794 -0.84710 -0.245 -0.383 0.015
C -1.86664 2.68273 -3.76512 -0.648 0.586 1.349
H -1.59733 -4.65769 2.74592 0.041 -0.182 -0.084
C 0.16024 -4.93502 1.47697 0.610 2.219 -0.045
O 1.19158 -1.75962 -3.01738 -0.101 0.413 1.109
H -1.60385 -2.68469 -2.17051 -0.267 -0.035 -0.019
H -2.91078 2.47807 -3.79389 -0.755 -0.140 -0.233
H 2.77800 -2.58005 -0.34497 1.500 -0.218 -0.265
H -4.19594 -2.00238 0.68782 -0.662 0.771 -0.141
H 4.97361 -0.52480 3.47979 -0.675 -0.294 -0.174
H -1.21021 -1.05220 -2.65741 -0.259 -0.298 -0.679
As -4.25023 0.53510 0.80924 -0.047 -0.404 -1.221
C 0.22443 3.05713 -4.82981 -1.061 -0.363 0.343
H 5.35399 -1.61787 -1.64272 -0.549 -0.373 -0.863
C -1.17724 2.80542 -4.93828 2.208 0.192 -1.915
H 4.01136 -2.14380 5.28119 -0.613 0.479 0.167
C -1.13747 -5.40103 2.09648 -0.591 -1.561 -1.080
H 4.33666 -3.36141 4.18204 -1.123 -0.072 -0.031
C 4.74435 -1.81421 -2.57394 1.377 0.477 0.499
H -1.95493 6.77878 1.51688 0.089 0.561 -0.332
O 2.61934 -2.55950 2.13972 -0.416 -0.224 0.609
H -1.77772 6.84674 4.05501 -0.121 0.231 -0.138
C 0.82664 3.27116 -3.58292 1.060 -0.577 -1.864
H -5.83216 0.05311 2.62493 0.267 0.202 -0.089
H 4.12446 -2.71447 -2.40790 0.353 0.399 -0.345
C 1.73670 -2.44460 -0.39347 -1.234 0.585 0.694
H 2.33366 -1.08959 3.65315 0.579 0.082 -0.569
C -0.49849 2.37636 3.90025 -0.740 1.044 1.962
O 0.10116 1.47680 3.18921 -0.757 0.012 -0.396
H 5.23909 0.86150 -1.92211 -0.692 0.203 -0.592
H -1.79653 -5.72764 1.26054 -0.091 0.871 0.564
H 4.05368 1.65597 -3.11691 0.310 -0.906 0.453
I -0.68504 0.28806 6.02846 0.132 0.126 0.244
La -0.29952 1.13243 0.82999 0.477 1.516 0.408
H 0.83437 2.99107 -5.73051 0.116 0.310 0.289
H 0.19300 -5.07871 0.38311 -0.005 -0.131 0.556
H -0.62270 -3.22590 -5.34452 0.602 0.702 -0.513
H 2.57300 -3.17529 4.83100 0.844 0.012 0.027
C 3.90005 -0.58474 -2.84449 -0.513 0.169 -1.526
O -2.56749 0.64896 0.70013 -0.847 -0.267 0.034
O 0.40937 -0.05738 -1.18868 1.534 -1.784 -0.279
C -1.88973 2.78578 -6.30936 -0.918 0.388 1.191
N -1.09358 3.56946 1.96781 -0.256 1.030 -1.007
H -2.00963 -2.23441 -3.87152 0.248 0.442 0.858
C 3.16026 -1.74193 3.31423 -0.335 -0.707 0.558
O 0.70593 -0.95303 1.72299 -0.030 -0.066 -0.280
H 1.24881 -6.43138 2.48913 0.194 0.778 -0.110
C 0.15650 -2.50296 -5.01602 -0.052 -0.054 -0.170
H -0.02122 -1.45723 -5.31626 -0.458 -0.475 -0.064
H -4.78433 -1.27728 -0.78941 0.030 -0.161 -0.993
H 1.93778 3.31711 -3.55463 -0.977 0.296 0.108
H 1.56333 -4.77463 3.10190 -0.094 -0.268 -0.326
H -4.95332 1.60030 2.98407 0.127 -1.002 -0.429
O -1.17849 2.97329 -7.45140 -0.426 -0.353 0.444
H 4.15402 -0.43685 1.94916 -0.223 0.572 -0.924
C -1.64534 5.92875 2.07883 -0.472 -1.048 0.562
H 1.15260 -2.73689 -5.41840 -0.370 -0.369 0.282
H -6.01567 1.88760 -0.46629 -1.400 -0.337 0.244
C 3.50093 -2.68017 4.48281 0.421 -0.515 -1.002
C 1.39607 -5.36370 2.18908 1.419 -1.848 0.034
O 0.16474 -3.35902 1.60093 -0.985 -2.000 0.305
C -1.29582 -2.08754 -3.02978 0.143 -0.400 0.132


2.
94
Properties=species:S:1:pos:R:3:forces:R:3 method="wB97M-V/def2-TZVPD" molar_mass_g_mol=887.76 charge=+3 e_lumo_ha=-0.4319
H -5.19000 0.75887 2.62252 -0.010 -0.069 0.040
S 1.18908 1.26490 1.90983 1.613 -0.236 -0.131
H 0.57270 -4.92611 -4.87837 0.064 0.011 -0.154
C -1.15641 -3.44903 -3.48564 -0.106 0.398 -0.044
H -5.18598 -3.25628 -0.01598 -0.074 0.125 -0.047
H 0.27018 -6.46213 -4.07331 0.044 -0.097 -0.025
C 3.75459 1.43914 2.73906 0.092 0.228 0.198
H -4.75658 -6.83531 0.68845 -0.100 -0.038 -0.021
C -0.44960 -2.68810 0.79392 -0.708 -0.043 -0.187
H -3.18008 -5.03201 -4.44471 -0.122 0.024 -0.023
H -5.58599 -0.18394 -4.98297 -0.081 -0.008 -0.070
C -2.18188 -5.41323 -4.65074 0.089 0.126 0.142
H -6.11550 2.24454 -2.84879 0.062 0.197 -0.014
C -6.66487 1.31373 -2.95682 0.186 -0.151 0.067
H -1.59650 -6.64717 -2.32075 0.019 -0.091 -0.025
N -1.30163 -2.91645 -2.29519 -0.211 -0.488 0.224
C -4.83984 0.19222 -1.65002 0.236 0.172 0.413
C -6.59387 -1.17053 -2.67798 0.106 0.117 -0.062
C 2.86552 1.18764 1.58707 -2.675 0.475 2.317
H -3.38141 -6.74646 1.75860 0.075 -0.073 0.077
S 0.93095 -1.67933 0.49794 0.044 0.356 -0.231
H 4.94007 0.81009 -1.09649 0.078 -0.027 -0.005
H 5.23810 1.93903 0.22729 -0.092 0.141 0.075
H -2.22887 -6.49933 -4.64487 0.011 -0.068 -0.041
S -1.87934 0.34591 1.67780 0.965 -0.169 -0.193
H -4.35498 0.88663 -4.33218 0.137 0.161 -0.042
H -6.26605 1.17785 -0.33922 -0.084 0.040 -0.087
C 3.34884 0.93391 0.30204 -0.603 -0.570 -3.237
H -2.13070 3.70877 -0.10712 0.259 -0.214 0.016
O -0.77282 2.17664 -0.19227 -0.207 0.784 -0.709
C 0.24322 -5.38277 -3.94899 -0.206 -0.038 0.052
C -4.07692 -4.81467 1.00542 -0.330 -0.044 0.119
H -0.44636 -0.87917 -6.52060 0.007 0.024 -0.039
H 3.24677 2.03985 3.49342 0.077 -0.015 0.007
N -1.58501 -2.27707 0.21948 0.943 -0.444 0.632
H -3.94215 1.96600 2.41574 -0.047 0.117 -0.013
H 4.68753 1.91291 2.44755 0.062 0.053 -0.014
S 2.26337 0.65160 -0.99142 1.178 0.042 1.302
C -4.79939 1.50417 1.92792 -0.094 -0.011 0.320
C -3.12114 0.31228 0.46591 -0.343 -0.222 -0.499
C -5.73599 0.09632 -2.85831 -0.195 -0.204 -0.318
H -7.45187 1.27375 -2.21053 -0.146 0.081 0.102
H -7.21536 -1.09527 -1.79069 -0.120 -0.044 0.167
C -3.81505 -6.32116 0.85748 -0.009 0.155 -0.035
H 0.67661 -5.31592 2.67190 0.031 -0.035 -0.024
C -4.70058 -4.55921 2.38966 0.005 -0.002 -0.221
C -5.01005 -4.32411 -0.10341 0.127 -0.070 0.230
H -0.99532 3.53687 1.27527 -0.102 0.046 -0.339
H 1.64636 -4.30109 1.58211 0.097 -0.097 0.006
H -0.84899 -5.29353 -1.46376 0.040 -0.023 0.132
C -1.63357 -4.54641 1.63827 0.371 0.454 -0.190
C -1.18793 -4.94966 -3.57844 0.148 -0.341 0.048
H -0.41819 4.17848 -0.29909 -0.122 -0.230 0.054
C -1.57058 -5.56444 -2.23148 0.053 0.112 -0.209
H 0.50370 0.13936 -5.42687 0.119 0.024 -0.064
H -5.58394 2.23925 1.77214 0.009 0.079 0.009
C -0.74815 -1.26370 -4.45011 -0.119 -0.516 0.465
H 4.00385 0.48741 3.21497 0.061 -0.161 -0.021
C 4.78888 0.97952 -0.03416 0.152 -0.043 -0.239
N -2.71955 -2.93446 0.28791 -0.625 0.139 -0.286
C -4.91534 -0.02489 -4.14392 0.013 -0.033 0.163
W -0.04716 0.57800 -0.12795 0.846 -0.601 -0.326
N -2.81335 -0.28610 -0.70557 -0.831 0.579 1.027
H -2.55278 -5.21513 -1.92640 -0.147 -0.002 0.105
H -4.57631 -4.52728 -1.07874 0.004 0.017 -0.196
H 5.34620 0.22674 0.52530 -0.022 -0.134 0.127
C -2.77538 -4.06518 0.96063 0.450 0.103 0.036
C -5.26940 0.77311 -0.43292 0.520 -0.102 0.298
C -0.43312 -3.87086 1.56831 -0.586 0.166 -0.295
H -0.91865 -3.04772 -5.60340 0.087 -0.062 -0.097
N -1.16261 -1.61678 -2.12427 0.443 0.510 -1.214
H -1.20412 0.44891 -5.62737 -0.096 0.034 -0.043
H -1.69887 -5.45529 2.21447 0.004 -0.116 0.062
H -1.88258 -5.10251 -5.64739 -0.003 0.030 -0.158
H -4.96672 -3.51214 2.51250 -0.054 0.131 0.042
C -0.94035 -2.61960 -4.61307 -0.092 0.464 0.390
C -0.46060 -0.34568 -5.57484 0.086 0.259 -0.162
H -4.01788 -4.84222 3.18799 0.045 -0.035 0.114
H -4.22008 -0.85887 -4.09479 0.042 -0.096 -0.042
C 0.79613 -4.31711 2.26197 0.270 -0.001 0.150
H -5.59910 -5.16187 2.48623 -0.123 -0.028 0.062
H -3.15740 -6.52932 0.01761 0.057 -0.095 -0.132
C -0.79421 -0.78521 -3.11486 -0.107 -0.864 0.047
C -1.09916 3.46317 0.17860 -0.500 1.792 0.823
H -7.14132 1.32019 -3.93288 -0.074 -0.015 -0.059
H 0.94292 -5.10911 -3.16084 0.092 0.011 0.053
B -1.48093 -1.05741 -0.73239 -0.605 -0.860 0.090
S -0.35070 0.81699 -2.66911 0.112 -0.094 1.010
C -4.41341 0.85945 0.64904 0.087 -0.166 -0.580
H -5.96319 -4.83804 -0.03761 -0.111 -0.103 0.031
N -3.62788 -0.31987 -1.73861 0.086 -0.362 -0.679
H -7.24861 -1.28341 -3.53833 -0.081 0.000 -0.059
H 1.02330 -3.63787 3.08523 0.048 0.014 0.043
H -5.97500 -2.06035 -2.60128 0.108 -0.142 0.018


3.
83
Properties=species:S:1:pos:R:3:forces:R:3 method="wB97M-V/def2-TZVPD" molar_mass_g_mol=553.62 charge=+1 multiplicity=5 e_lumo_ha="-0.0910 / -0.1462"
H -1.34306 -3.99295 0.71159 -0.197 0.092 0.166
C 1.23578 -0.25200 4.45350 0.012 0.384 0.206
C 1.74275 -1.94568 2.54153 -0.463 -0.378 0.457
C 1.48246 -3.73127 0.67874 0.210 -0.286 -0.293
C -0.43039 -2.62310 2.07351 0.510 -0.598 0.908
H -2.93381 0.38919 -0.95675 -0.128 -0.085 0.286
H 0.91348 -0.59330 5.44703 0.128 0.049 -0.172
H 2.31703 -0.08121 4.48061 -0.194 -0.032 0.063
H -0.88805 0.81916 -6.72806 -0.265 0.112 0.383
H 3.58137 -0.16981 0.47171 -0.247 -0.055 -0.218
C -2.00639 4.96260 3.89833 -0.078 -0.324 0.114
C -2.14379 4.56484 5.23657 0.226 -0.036 -0.099
C -2.43028 -0.00745 -0.06522 -0.495 -0.144 -0.298
Co 0.36614 -0.88182 1.35907 0.065 0.704 -1.431
C -0.66085 1.84105 2.38192 1.647 -1.297 -1.047
C 0.78340 1.84450 -0.93063 0.182 0.511 0.383
C -1.80915 3.26215 5.62763 -0.145 -0.002 -0.252
H 3.02489 2.82301 0.95332 0.230 0.115 0.336
H -2.98976 -0.86881 0.31917 0.044 0.221 -0.086
C -1.68347 -1.14904 3.81274 -0.373 0.317 0.130
H -1.55493 -1.18437 4.90380 -0.095 -0.051 -0.224
H 1.26256 -1.96569 -6.70859 -0.196 0.339 0.108
C 0.94986 -2.78607 1.68866 -0.259 -0.748 1.139
H 0.86462 2.22061 -6.01581 -0.099 -0.194 0.378
H 1.62248 2.08724 -1.59335 -0.141 0.041 0.104
H -2.56839 -1.73327 3.54111 0.111 0.135 0.132
H -2.42400 0.61884 -4.10497 0.270 -0.285 -0.082
H 1.92739 0.95822 -3.80191 -0.277 -0.315 -0.241
H -2.24649 -1.81014 -4.38586 0.215 0.446 -0.184
C -1.60445 -3.38946 1.58758 -0.423 -0.137 -0.147
C 0.36233 1.68957 -5.18369 -0.201 0.291 0.069
H -0.64846 -2.85599 -5.73658 -0.021 0.314 -0.128
H 1.81737 2.67743 2.28284 0.199 0.020 -0.219
C -1.38006 2.33637 4.68390 0.213 0.182 -0.286
H -1.97990 -4.06526 2.37288 0.128 0.148 -0.282
H 0.06509 -2.43687 -1.74392 -0.196 0.126 0.071
C -0.19066 0.88921 -1.61219 -0.481 -0.348 -0.189
C 3.22483 -1.89090 2.61997 0.490 0.153 -0.052
C -1.72260 0.19738 -4.83592 -0.322 -0.409 0.000
H -1.87845 2.95244 6.67325 -0.110 0.172 -0.361
H 2.26557 -3.24934 0.08083 -0.086 -0.207 -0.029
C -1.20502 2.72270 3.32461 -0.617 0.913 0.884
C -1.56736 4.04649 2.94679 0.170 -0.209 0.016
C -0.47515 -1.65285 3.12368 0.598 -0.823 0.400
C 0.63106 -1.17412 -6.26990 -0.164 -0.314 -0.414
H -1.65453 -2.61064 -1.28243 0.197 0.035 -0.064
H -1.86237 -0.09804 3.53949 -0.139 -0.314 0.101
H 0.53268 -0.39798 -7.04135 0.265 -0.232 0.314
C 0.86037 -1.23431 3.40692 -0.191 -0.820 0.189
H 3.15924 1.51429 2.18416 -0.095 0.154 -0.234
H 0.19829 2.45100 -4.40036 0.040 -0.203 -0.253
C 1.25651 0.62171 -4.60658 0.337 -0.348 -0.395
P -0.75909 -0.51483 -0.54096 -0.242 0.274 -0.612
H -1.19267 -1.59434 -2.67642 0.062 -0.102 0.329
H 3.57271 -0.84946 2.71683 0.051 -0.354 -0.066
H -1.29536 -1.81907 -7.00746 0.080 -0.018 0.458
C -0.04592 1.03238 1.62018 -3.339 2.409 1.368
C 2.47062 2.13313 1.59489 0.372 0.566 -0.302
H 3.68463 -2.34077 1.73097 0.002 0.146 0.244
H 2.00361 -1.35035 -4.55593 -0.157 0.344 -0.043
H -2.50289 5.27643 5.97815 0.126 -0.148 -0.166
H 3.59353 -2.43291 3.50659 -0.128 0.122 -0.314
C -0.77439 -1.80059 -6.02996 0.312 -0.405 -0.014
C -0.89862 -1.91807 -1.67018 -0.319 -0.133 -0.499
H -2.36056 0.75943 0.71779 -0.066 -0.250 -0.360
H -1.47648 4.33099 1.89393 0.009 -0.036 0.414
H -2.42888 -2.70849 1.32704 0.129 -0.341 -0.016
H -1.66577 2.09410 -5.79139 0.226 -0.305 -0.048
P 1.47577 1.05955 0.55528 1.599 0.654 -0.108
H 3.15034 0.55965 -1.10191 0.048 -0.195 0.114
H 0.26414 0.42554 -2.49893 -0.098 0.123 0.281
H -2.24856 5.98840 3.60406 0.051 -0.447 0.089
H 0.68591 -4.06221 0.00659 0.208 -0.036 0.015
H -1.07834 1.43564 -1.96281 0.225 -0.208 0.022
C 1.33134 -0.63959 -5.05153 0.339 0.277 0.244
C 2.76158 -0.00417 -0.24005 0.936 -0.240 -0.290
C -1.02081 1.20291 -5.70709 0.121 0.451 -0.184
H 1.92804 -4.61956 1.14875 -0.122 0.173 -0.132
C -1.62066 -1.13009 -4.98110 -0.481 0.485 -0.285
H 0.74101 0.71147 4.26561 0.231 -0.185 0.116
H 0.30980 2.78725 -0.63240 0.023 -0.224 -0.053
H 2.39781 -0.97833 -0.60127 -0.001 0.368 0.168
H -1.16763 1.30770 4.97940 0.014 0.454 -0.028


Q: Which calculated total energy values were calculated for the entries above? A: -5999.0829, -3734.0015, -3313.1896, in Eh.